{
  "formula": "C15H16N2O3",
  "method": "wB97M-V/def2-TZVPD",
  "elements": ["O", "O", "O", "N", "N", "C", "C", "C", "C", "C", "C", "C", "C", "C", "C", "C", "C", "C", "C", "C", "H", "H", "H", "H", "H", "H", "H", "H", "H", "H", "H", "H", "H", "H", "H", "H"],
  "coordinates": [[0.071, 2.812, 0.430], [2.438, 1.585, 1.248], [1.470, -2.301, -0.810], [2.667, 0.626, -0.790], [0.981, -1.105, 1.072], [-2.524, -1.131, -0.150], [-3.085, -0.226, 0.743], [3.761, -0.232, -0.382], [-0.395, -0.865, 0.950], [-1.278, 2.309, -1.261], [-0.094, 1.558, -1.402], [-1.114, 3.052, -0.129], [-0.970, 0.034, 1.844], [0.708, 1.906, -0.340], [-1.178, -1.450, -0.038], [3.289, -1.423, 0.491], [2.004, 1.381, 0.129], [-2.310, 0.349, 1.735], [-3.364, -1.770, -1.213], [1.821, -1.689, 0.177], [-2.752, 1.052, 2.426], [-2.744, -2.158, -2.017], [3.874, -2.308, 0.246], [4.468, 0.376, 0.185], [3.418, -1.188, 1.546], [-4.076, -1.058, -1.623], [-2.131, 2.293, -1.907], [4.244, -0.594, -1.290], [-4.131, 0.029, 0.659], [0.113, 0.848, -2.176], [-1.754, 3.762, 0.357], [-0.729, -2.147, -0.726], [1.413, -0.587, 1.828], [2.179, 0.364, -1.630], [-0.360, 0.498, 2.606], [-3.929, -2.601, -0.789]],
  "forces_ev_per_angstrom": [[0.497, 0.103, 0.463], [0.071, 0.007, 0.278], [-0.079, -0.084, -0.346], [0.018, 0.086, -0.187], [-0.081, 0.095, 0.465], [0.000, 0.159, 0.153], [-0.049, -0.046, -0.043], [0.033, 0.053, 0.184], [-0.324, -0.058, -0.057], [-0.086, 0.395, 0.406], [0.620, 0.201, 0.569], [-0.563, -0.196, -0.704], [0.079, -0.061, -0.017], [-0.320, -0.394, -0.767], [0.042, -0.129, -0.080], [-0.120, 0.023, -0.127], [-0.010, 0.156, -0.284], [0.005, -0.039, 0.011], [-0.015, -0.047, 0.056], [0.573, -0.077, 0.404], [-0.026, 0.067, 0.069], [-0.006, -0.042, -0.093], [-0.073, -0.019, 0.058], [0.006, -0.130, -0.138], [0.041, -0.014, 0.010], [-0.063, 0.009, -0.071], [-0.223, 0.034, -0.088], [-0.019, 0.044, 0.079], [-0.126, 0.035, -0.017], [0.099, -0.200, -0.121], [0.000, 0.107, 0.147], [0.022, -0.028, -0.032], [0.066, -0.098, -0.223], [-0.014, 0.077, 0.023], [0.086, 0.078, 0.076], [-0.063, -0.066, -0.053]],
  "homo_energy_ev": -8.35,
  "lumo_energy_ev": 0.79,
  "homo_lumo_gap_ev": 9.1,
  "total_charge": 0,
  "relative_energy_kcal_mol": 15.8,
  "smiles": "Cc1cccc(NC(=O)CCNC(=O)c2ccco2)c1"
}